# C49H49Cl5N3O4PSb2Y

A structure of composition C49H49Cl5N3O4PSb2Y (ωB97M-V/def2-TZVPD, OMol25).

Last column: Löwdin spin population.
Positions of all 114 atoms, in Å:
Y  -0.063430  0.142170  0.255761  0.01
C  0.332437  -5.004964  0.339476  0.00
Sb  1.209095  -3.036175  0.373936  0.00
C  2.039099  -3.313111  2.327606  0.00
C  2.988232  -3.646185  -0.694824  0.00
C  2.790845  -3.876416  -2.158348  0.00
C  2.439392  -5.152465  -2.601822  0.00
C  2.237213  -5.428098  -3.944438  0.00
C  2.390591  -4.411160  -4.876120  0.00
C  2.743927  -3.141915  -4.449920  0.00
C  2.951454  -2.846541  -3.101045  0.00
C  3.319773  -1.452102  -2.710854  0.00
Sb  1.604100  -0.201886  -2.257542  0.00
C  2.692425  1.629278  -2.420476  0.00
C  0.815233  -0.162119  -4.235564  0.00
H  1.037366  -5.715341  0.773167  0.00
H  0.083870  -5.319066  -0.673922  0.00
H  -0.581364  -5.000038  0.934234  0.00
H  2.976778  -3.864844  2.249386  0.00
H  1.336608  -3.895304  2.923292  0.00
H  2.213319  -2.348198  2.796583  0.00
H  3.262083  -4.577540  -0.196356  0.00
H  3.760611  -2.907792  -0.488726  0.00
H  2.340043  -5.947444  -1.870804  0.00
H  1.978917  -6.431034  -4.260273  0.00
H  2.248419  -4.606710  -5.931566  0.00
H  2.878499  -2.351756  -5.180048  0.00
H  3.821463  -0.946927  -3.537188  0.00
H  3.973758  -1.403304  -1.839455  0.00
H  3.412330  1.518661  -3.231880  0.00
H  3.214354  1.853883  -1.491160  0.00
H  2.006043  2.442448  -2.653632  0.00
H  1.583686  0.217824  -4.908994  0.00
H  -0.041623  0.510971  -4.246052  0.00
H  0.504910  -1.156639  -4.553920  0.00
Cl  -0.873068  -1.623162  2.476128  0.00
C  -1.851351  -0.891285  3.745106  0.00
C  -2.331297  -1.744178  4.727828  0.00
C  -3.066674  -1.204782  5.768683  0.00
C  -3.300571  0.164794  5.823431  0.00
C  -2.807206  0.989732  4.829184  0.00
C  -2.079936  0.475101  3.753562  0.00
P  -1.343856  1.520765  2.437552  0.00
C  -0.254334  2.583104  3.435936  0.00
C  1.041947  2.116956  3.646951  0.00
C  1.934022  2.858679  4.403685  0.00
C  1.539397  4.074093  4.947766  0.00
C  0.250919  4.542225  4.738230  0.00
C  -0.646982  3.798120  3.985019  0.00
C  -2.723979  2.592613  1.926799  0.00
C  -4.059589  2.229566  2.079042  0.00
C  -5.068711  3.018623  1.542332  0.00
C  -4.754281  4.174471  0.842929  0.00
C  -3.425327  4.546674  0.691561  0.00
C  -2.417621  3.762826  1.230042  0.00
H  -2.120698  -2.803394  4.678214  0.00
H  -3.447483  -1.854827  6.545320  0.00
H  -3.860891  0.586965  6.646936  0.00
H  -2.979532  2.058335  4.879875  0.00
H  1.368842  1.188735  3.188481  0.00
H  2.945164  2.498528  4.543024  0.00
H  2.241894  4.661709  5.524802  0.00
H  -0.056291  5.494400  5.151394  0.00
H  -1.646036  4.180780  3.815016  0.00
H  -4.321999  1.330689  2.622265  0.00
H  -6.103835  2.729451  1.677225  0.00
H  -5.541409  4.786889  0.422591  0.00
H  -3.165202  5.447133  0.149892  0.00
H  -1.387144  4.070101  1.110614  0.00
C  -4.573855  -0.984645  0.848630  0.00
C  -3.549665  -0.737464  -0.227903  0.00
O  -2.374361  -0.499997  0.070461  0.00
N  -3.994231  -0.812026  -1.484779  0.00
C  -3.192276  -0.519314  -2.669030  0.00
C  -2.497733  -1.746748  -3.195161  0.00
C  -2.921670  -2.364358  -4.364032  0.00
C  -2.246735  -3.487833  -4.814226  0.00
C  -1.169824  -3.950364  -4.080656  0.00
C  -0.813491  -3.262878  -2.929090  0.00
N  -1.455373  -2.186909  -2.484153  0.00
H  -4.062501  -1.252935  1.770104  0.00
H  -5.269054  -1.776267  0.570187  0.00
H  -5.139284  -0.066725  1.013564  0.00
H  -4.957168  -1.074790  -1.611568  0.00
H  -2.461556  0.244666  -2.404398  0.00
H  -3.855378  -0.098423  -3.423997  0.00
H  -3.759394  -1.957871  -4.916056  0.00
H  -2.553305  -3.986486  -5.724766  0.00
H  -0.599983  -4.813786  -4.389394  0.00
H  0.046218  -3.589978  -2.353404  0.00
Cl  -0.850049  5.928202  -3.811066  0.00
C  -0.391205  4.862565  -2.530940  0.00
C  0.383402  5.321127  -1.476888  0.00
Cl  0.901625  6.967900  -1.424684  0.00
C  0.738463  4.446823  -0.440444  0.00
Cl  1.663408  4.983626  0.919755  0.00
C  0.314091  3.125489  -0.449822  0.00
O  0.570521  2.253444  0.498641  0.00
C  -0.457300  2.650044  -1.537885  0.00
O  -0.780020  1.370727  -1.500125  0.00
C  -0.807170  3.523592  -2.555646  0.00
Cl  -1.764508  2.909327  -3.864820  0.00
O  1.939409  -0.218048  1.177532  0.03
N  3.215591  0.255385  1.168242  0.25
C  4.253641  -0.664724  1.203052  0.16
C  5.537938  -0.238069  1.022806  0.04
C  5.838349  1.120576  0.830382  0.26
C  4.753805  2.036664  0.909237  0.06
C  3.476188  1.608475  1.081647  0.12
H  3.970832  -1.679898  1.425980  0.02
H  6.325248  -0.981239  1.057582  0.00
H  6.851875  1.457107  0.677927  0.02
H  4.916900  3.104505  0.839197  0.00
H  2.612215  2.250997  1.134110  0.01

Force components x, y, z for each atom (eV/Å):
Y 0.0478 0.4904 -0.1017
C 0.0194 -0.0214 -0.0440
Sb -0.1368 -0.2427 0.0290
C 0.0203 -0.0322 0.0070
C 0.0563 -0.0059 -0.0113
C -0.0086 0.0163 0.0190
C -0.0223 -0.0016 -0.0164
C -0.0044 0.0076 0.0073
C -0.0159 0.0062 -0.0028
C -0.0071 -0.0055 -0.0059
C 0.0051 0.0152 0.0348
C 0.0211 -0.0258 -0.0283
Sb 0.5405 0.0209 -0.6000
C 0.0138 -0.0088 -0.0474
C -0.0540 -0.0025 0.0073
H -0.0199 -0.0248 -0.0085
H -0.0001 0.0143 0.0007
H 0.0019 0.0025 0.0092
H -0.0026 -0.0024 0.0153
H 0.0000 0.0171 0.0169
H -0.0096 0.0052 0.0066
H 0.0413 0.0052 -0.0074
H -0.0028 0.0096 0.0125
H -0.0002 -0.0018 -0.0005
H 0.0021 -0.0038 -0.0011
H -0.0007 -0.0005 0.0010
H 0.0003 0.0012 0.0017
H 0.0155 -0.0047 0.0045
H 0.0135 -0.0038 -0.0106
H 0.0073 0.0254 0.0017
H -0.0117 -0.0207 -0.0213
H -0.0145 -0.0008 0.0065
H -0.0130 -0.0108 -0.0209
H 0.0017 -0.0028 0.0074
H -0.0080 -0.0147 0.0118
Cl -0.1615 -0.2740 0.4738
C 0.0500 -0.0854 -0.0623
C -0.0221 0.0547 0.0082
C -0.0040 -0.0137 0.0063
C -0.0077 -0.0020 0.0062
C -0.0041 0.0024 -0.0173
C -0.0298 0.0244 -0.0083
P -0.1452 0.1595 0.6024
C 0.0016 -0.0134 -0.0607
C 0.0301 0.0095 -0.0434
C 0.0057 0.0243 0.0050
C 0.0160 -0.0240 -0.0087
C -0.0226 0.0019 -0.0121
C -0.0031 0.0117 0.0611
C 0.0379 0.0056 -0.0681
C -0.0167 0.0014 -0.0155
C 0.0103 -0.0064 -0.0025
C 0.0059 0.0021 0.0046
C -0.0035 -0.0029 -0.0020
C 0.0052 0.0184 0.0121
H 0.0027 -0.0017 -0.0033
H 0.0008 0.0023 0.0019
H -0.0012 0.0000 0.0001
H -0.0007 0.0001 -0.0094
H -0.0151 0.0001 -0.0067
H 0.0004 0.0005 0.0004
H -0.0030 0.0021 0.0002
H 0.0031 0.0003 0.0021
H 0.0003 -0.0076 -0.0107
H 0.0241 0.0261 0.0251
H -0.0043 0.0032 -0.0020
H -0.0001 -0.0019 -0.0004
H -0.0052 -0.0006 -0.0031
H 0.0231 -0.0156 0.0010
C -0.0398 0.0041 -0.0036
C 0.2138 -0.2574 0.2148
O -0.0212 0.1723 -0.1499
N -0.0153 0.1155 0.0279
C 0.0355 0.0878 0.0695
C 0.1078 0.0249 -0.0649
C 0.0156 0.0372 0.0082
C -0.0108 -0.0136 -0.0116
C 0.0061 -0.0111 -0.0132
C -0.0161 0.0306 -0.0238
N 0.0168 -0.0199 0.0028
H -0.0070 0.0032 0.0072
H -0.0050 -0.0037 -0.0041
H -0.0081 -0.0333 -0.0121
H 0.0125 0.0187 -0.0170
H 0.1187 0.0205 0.0438
H -0.0143 -0.0278 0.0024
H -0.0072 -0.0074 -0.0022
H 0.0011 -0.0001 0.0018
H 0.0352 -0.0216 -0.0064
H -0.0033 -0.0055 -0.0049
Cl 0.0025 0.0071 -0.0035
C -0.0045 -0.0125 0.0181
C -0.0058 0.0219 -0.0243
Cl 0.0069 0.0086 0.0024
C -0.0853 -0.0227 0.0597
Cl 0.0069 0.0082 0.0163
C 0.0555 0.0460 -0.0611
O 0.0258 0.0090 -0.0846
C -0.0901 -0.1678 -0.1177
O -0.1343 -0.0876 0.0496
C 0.0239 0.0108 -0.0103
Cl -0.0082 -0.0119 0.0172
O -0.4706 -0.0032 -0.1295
N -0.0103 0.0010 0.0793
C -0.0182 0.0333 -0.0439
C 0.0281 -0.0357 0.0081
C -0.0410 0.0076 -0.0166
C 0.0268 0.0221 0.0238
C 0.0196 -0.0427 -0.0053
H 0.0060 -0.0136 -0.0020
H 0.0012 0.0051 -0.0063
H 0.0037 0.0025 0.0065
H 0.0065 -0.0019 0.0011
H -0.0033 0.0029 0.0124

Calculated values
Orbital gap (alpha / beta) = 4.43 / 6.92 eV
Expectation value of S² = 0.77
Largest force on an atom = 0.81 eV/Å
Multiplicity = 2
Energy relative to the best compared isomer or geometry (same formula, charge and spin) = 0.0 kJ/mol